ORCA calculation (ωB97M-V/def2-TZVPD) on a cluster of 6 separate species, C20H42NO16S2 in total in a non-equilibrium geometry.

The calculation puts the LUMO energy at -0.0804 hartree. For the molar mass, the calculation gives 616.7 g mol⁻¹. The value obtained for the orbital gap is 9.83 eV. Its energy above the lowest of the compared OMol25 structures with the same formula, charge and spin is 60.2 kcal per mole. The value obtained for the HOMO energy is -12.0 eV. Its net charge is +1.

Each line ends with the Mulliken charge.
Geometry (Å):
C 1.22008 -2.32663 1.15387  -1.00
N 0.98956 -1.70634 -0.23485  0.41
C 2.17395 -0.71607 -0.46235  -1.04
C 1.07112 -2.72544 -1.36153  -0.98
C -0.32743 -0.84477 -0.36000  -0.56
C -1.61716 -1.55413 0.24422  -0.65
O -2.76040 -0.56792 0.26553  -0.44
H 0.35528 -3.01644 1.29404  0.56
H 1.36629 -1.58005 1.93414  0.12
H 2.05893 -2.86593 1.16846  0.45
H 2.27443 -0.49598 -1.54620  0.30
H 3.08782 -1.19884 -0.09711  0.24
H 1.90801 0.16896 0.02560  0.39
H 0.05263 -3.27449 -1.17676  0.34
H 1.89029 -3.13376 -0.97136  0.50
H 1.25847 -2.28092 -2.37219  0.39
H -0.57480 -0.70590 -1.55736  0.19
H -0.20269 0.06892 -0.08003  0.86
H -1.39679 -2.02044 1.21489  0.33
H -2.08682 -2.32062 -0.32954  0.23
H -2.39775 0.17670 0.71599  0.30
O 5.12866 0.41763 -2.35801  -0.50
S 6.11960 0.67281 -1.38838  1.06
O 7.12586 1.50671 -1.68487  -0.61
O 5.39888 1.23394 -0.09804  -0.14
C 5.15051 2.67168 0.06595  -0.86
C 4.27961 2.91797 1.38315  -1.26
C 6.63733 -0.91583 -0.86612  -1.14
H 4.79016 3.02650 -0.87751  0.34
H 5.97552 3.11152 0.01142  0.84
H 3.37081 2.54046 1.22465  0.38
H 3.93402 3.81576 0.94234  0.42
H 4.72062 2.77844 2.30801  0.38
H 5.75070 -1.40320 -0.49845  0.22
H 7.36405 -0.87515 -0.19348  0.42
H 6.72264 -1.33278 -1.79699  0.48
O -5.81279 3.86989 1.97749  -0.66
S -5.90656 2.41063 1.77986  1.14
O -4.66338 1.69446 1.71600  -0.53
O -6.75332 1.94758 3.09433  -0.28
C -6.14186 2.13082 4.39046  -0.04
C -7.29224 1.63770 5.37802  -1.16
C -6.71492 2.11408 0.28792  -1.05
H -5.63246 3.14858 4.45422  0.36
H -5.16093 1.46513 4.50854  0.07
H -7.09481 1.60312 6.47157  0.33
H -7.48199 0.71715 4.94442  0.34
H -8.18918 2.16729 5.21404  0.34
H -6.18348 2.26826 -0.54926  0.41
H -7.37667 2.85961 0.40938  0.41
H -7.07037 1.10058 0.48379  0.32
C -2.77452 -5.71122 -4.53684  -0.41
C -2.45785 -5.82309 -2.93407  -0.36
O -1.29125 -5.07481 -2.87225  -0.31
C -1.01582 -4.37163 -3.94766  0.70
O -0.20092 -3.45867 -4.00669  -0.52
O -1.82610 -4.78783 -4.96900  -0.37
H -3.81771 -5.33898 -4.69575  0.23
H -2.79150 -6.51372 -5.08126  0.38
H -2.50467 -6.71542 -2.51245  0.41
H -3.14381 -5.16378 -2.36483  0.25
C -0.72311 0.65212 4.68818  -0.76
C 0.71835 0.00471 4.31845  -0.09
O 1.17842 0.96686 3.34889  -0.29
C 0.38878 2.00112 3.34102  0.72
O 0.83461 3.00746 2.80745  -0.59
O -0.75789 1.90517 3.97609  -0.36
H -0.93736 0.90440 5.66023  0.36
H -1.47332 0.24947 4.34943  0.42
H 0.50524 -1.11146 4.08950  0.24
H 1.16474 -0.02952 5.21673  0.36
C 2.91645 3.52076 -4.64798  -0.19
C 3.57348 2.21364 -4.44432  -0.80
O 2.58704 1.36329 -3.73824  -0.28
C 1.63096 2.11512 -3.39331  0.67
O 0.74431 1.81141 -2.55528  -0.58
O 1.73454 3.41441 -3.92553  -0.35
H 2.51229 3.63030 -5.64916  0.32
H 3.70609 4.19260 -4.20720  0.25
H 4.57366 2.02587 -4.25668  0.47
H 3.60985 1.74018 -5.25938  0.50

Forces on atoms 1 to 2 (eV/Å):
-4.42 1.36 -1.17
0.36 3.43 -0.32